A structure of composition C4H3N3 in a non-equilibrium geometry, computed with ωB97M-V with the def2-TZVPD basis set.

The maximum force comes out at 0.0845 hartree/bohr. The charge is 0. The energy above the lowest of the compared OMol25 structures with the same formula, charge and spin comes out at 103.81 kcal per mole. The value obtained for the LUMO energy is -0.78 eV. The gap between HOMO and LUMO comes out at 8.188 eV.

```
10
Properties=species:S:1:pos:R:3:forces:R:3
N -0.2119 1.6999 0.3178 -0.8345 -2.6790 -0.1396
N 1.4121 -1.2632 0.4406 0.5774 3.3707 0.3993
N -1.5268 -1.2843 -1.1712 0.6923 0.4287 0.8641
C 0.7593 -0.2927 0.0761 3.9298 -1.8390 0.2242
C -1.1159 -0.4683 -0.4355 -1.9067 -0.3414 -1.4976
C 0.8326 1.0234 -0.1959 2.2675 3.0355 -2.0424
C -1.0632 0.6804 0.4313 -3.1877 1.1583 2.3455
H -1.8136 0.5848 1.2680 0.7305 0.6508 -0.9018
H 1.1768 -2.1596 0.2204 -1.4110 -3.0980 -0.5415
H 1.5507 1.4797 -0.9517 -0.8576 -0.6865 1.2901
```
Positions in Å, forces in eV/Å.

Atomic partial charges in e from the Löwdin method, atoms 1 to 2: number 1, N, carries 0.132; number 2, N, carries 0.248